85
Properties=species:S:1:pos:R:3:mulliken_charge:R:1 method="wB97M-V/def2-TZVPD" de_lowest_kj_mol=0.00 energy_ev=-67746.0491 gap_ev=7.47 homo_ev=-10.066 max_force_ev_per_a=1.9 total_charge=+1
Cs -1.05 -1.32 -0.07 1.22
C 0.89 -4.62 -3.53 -0.51
C 1.76 -5.36 -2.69 -0.51
C 1.52 -5.37 -1.34 -0.71
C 0.34 -4.73 -0.86 0.42
N -0.47 -3.98 -1.65 -0.28
C -0.20 -4.00 -2.95 -0.30
C 0.06 -4.89 0.59 0.37
C 0.53 -6.08 1.22 -0.71
C 0.39 -6.22 2.59 -0.81
C -0.30 -5.23 3.29 -0.58
C -0.82 -4.14 2.58 0.25
N -0.69 -3.99 1.23 -0.13
C -1.41 -3.04 3.35 0.53
C -1.13 -2.99 4.75 -0.61
C -1.84 -2.12 5.53 -0.54
C -2.70 -1.22 4.93 -0.63
C -2.79 -1.23 3.55 -0.23
N -2.15 -2.08 2.75 -0.16
H 1.10 -4.55 -4.61 0.37
H 2.63 -5.86 -3.09 0.44
H 2.14 -5.83 -0.58 0.53
H -0.95 -3.52 -3.60 0.47
H 0.97 -6.92 0.68 0.51
H 0.78 -7.06 3.12 0.46
H -0.48 -5.34 4.35 0.47
H -0.34 -3.59 5.15 0.46
H -1.75 -2.12 6.60 0.48
H -3.24 -0.51 5.57 0.41
H -3.44 -0.51 3.04 0.43
C 1.45 3.22 -0.11 -1.16
C 0.42 2.75 -1.15 0.56
P 1.01 1.20 -2.10 0.13
C 2.27 1.90 -3.20 0.41
C 3.63 1.64 -2.95 -0.46
C 4.58 2.38 -3.64 -0.48
C 4.21 3.37 -4.55 -0.49
C 2.88 3.59 -4.82 -0.68
C 1.91 2.83 -4.21 -0.36
C -0.46 1.00 -3.14 0.38
C -1.78 1.30 -2.73 0.07
C -2.85 1.19 -3.63 -0.54
C -2.64 0.63 -4.89 -0.59
C -1.37 0.27 -5.29 -0.73
C -0.30 0.41 -4.39 -0.76
C 1.03 4.22 0.98 -1.17
P 0.08 3.65 2.52 -0.26
C 0.67 2.04 3.08 -0.02
C 1.13 1.01 2.25 0.70
C 1.83 -0.06 2.79 -0.81
C 2.16 -0.12 4.13 -0.69
C 1.61 0.84 4.98 -0.53
C 0.86 1.91 4.47 -0.64
C -1.55 3.36 1.75 0.21
C -2.11 4.38 0.94 -0.54
C -3.24 4.15 0.19 -0.55
C -3.91 2.91 0.27 -0.82
C -3.41 1.94 1.11 -0.48
C -2.22 2.14 1.84 0.04
H 2.24 3.74 -0.71 0.46
H 1.99 2.37 0.33 0.54
H 0.28 3.54 -1.92 0.75
H -0.53 2.56 -0.62 -0.77
H 3.94 0.86 -2.26 0.37
H 5.64 2.25 -3.42 0.38
H 4.96 3.94 -5.08 0.38
H 2.60 4.34 -5.52 0.43
H 0.86 2.97 -4.47 0.34
H -2.00 1.74 -1.76 0.18
H -3.83 1.52 -3.29 0.46
H -3.48 0.58 -5.58 0.40
H -1.18 -0.14 -6.27 0.46
H 0.70 0.15 -4.74 0.52
H 0.46 5.05 0.54 0.45
H 1.93 4.71 1.41 0.49
H 0.85 1.05 1.18 0.36
H 2.24 -0.88 2.18 0.45
H 2.82 -0.88 4.54 0.43
H 1.74 0.78 6.06 0.43
H 0.40 2.67 5.10 0.43
H -1.63 5.35 0.94 0.46
H -3.65 4.95 -0.49 0.35
H -4.81 2.70 -0.28 0.49
H -3.97 1.01 1.23 0.28
H -1.78 1.39 2.47 0.63



83
Properties=species:S:1:pos:R:3:mulliken_charge:R:1 method="wB97M-V/def2-TZVPD" de_lowest_kj_mol=66.71 energy_ev=-203642.7185 gap_ev="8.38 / 5.23" homo_ev="-8.263 / -8.332" max_force_ev_per_a=1.2 total_charge=0 multiplicity=3
Pt 0.56 0.53 0.24 0.96
C -4.35 0.04 -0.13 -1.21
C -2.97 0.68 -0.27 -0.44
Ge -1.47 -0.63 -0.34 0.06
C -1.37 -1.52 -2.10 -0.48
C -2.54 -2.47 -2.36 -1.10
C -1.93 -1.96 1.00 -0.34
C -1.18 -2.13 2.10 0.42
Ge 0.56 -1.14 2.13 0.32
C 1.94 -2.49 1.66 -0.33
C 2.37 -3.47 2.75 -1.23
C 0.56 0.16 3.64 -0.13
C 0.49 -0.34 5.08 -1.29
C -1.56 -3.05 3.21 0.71
C -2.81 -3.66 3.28 -0.64
C -3.14 -4.51 4.33 -0.73
C -2.22 -4.77 5.34 -0.50
C -0.97 -4.17 5.29 -1.34
C -0.65 -3.32 4.24 0.07
H -5.13 0.80 -0.02 0.39
H -4.40 -0.61 0.74 0.30
H -4.60 -0.56 -1.01 0.23
H -2.78 1.33 0.59 0.18
H -2.92 1.32 -1.16 0.33
H -0.42 -2.06 -2.13 0.40
H -1.32 -0.75 -2.88 0.25
H -2.65 -3.20 -1.55 0.23
H -2.39 -3.03 -3.29 0.39
H -3.49 -1.93 -2.45 0.24
H -2.85 -2.53 0.88 0.37
H 2.79 -1.92 1.30 0.22
H 1.51 -3.02 0.81 0.43
H 2.76 -2.95 3.63 0.27
H 3.18 -4.10 2.37 0.42
H 1.56 -4.13 3.07 0.31
H -0.30 0.79 3.42 0.36
H 1.46 0.75 3.50 0.03
H -0.42 -0.90 5.29 0.35
H 0.52 0.51 5.76 0.41
H 1.35 -0.98 5.33 0.29
H -3.55 -3.46 2.52 0.36
H -4.12 -4.97 4.36 0.40
H -2.48 -5.43 6.16 0.39
H -0.25 -4.36 6.08 0.39
H 0.33 -2.86 4.21 0.56
F 5.89 1.17 2.03 -0.27
C 4.80 0.39 1.86 0.45
F 5.19 -0.74 1.26 -0.26
F 4.36 0.06 3.08 -0.21
C 3.68 1.10 1.04 0.38
O 2.53 0.42 1.25 -0.51
C 3.53 2.57 1.56 0.29
F 3.49 2.59 2.90 -0.28
F 2.36 3.10 1.13 0.03
F 4.51 3.40 1.18 -0.29
C 4.09 1.13 -0.49 0.29
F 3.54 0.11 -1.14 -0.28
F 3.65 2.26 -1.09 -0.22
F 5.41 1.06 -0.69 -0.30
N -2.48 2.26 -7.90 -0.51
C -1.53 2.34 -6.90 1.13
C -0.82 1.19 -6.52 -0.86
C 0.17 1.27 -5.57 -0.42
C 0.46 2.50 -4.98 -0.23
C -0.25 3.65 -5.34 -0.43
C -1.24 3.56 -6.29 -0.70
S 1.74 2.62 -3.80 1.20
O 2.74 1.64 -4.06 -0.70
O 2.10 4.01 -3.65 -0.74
N 0.94 2.09 -2.42 0.01
C 0.53 2.90 -1.51 0.25
S 0.67 4.67 -1.42 -0.04
C -0.27 4.65 0.00 -0.42
C -0.60 3.37 0.38 -0.64
N -0.17 2.40 -0.43 0.12
H -2.83 1.36 -8.17 0.21
H -3.11 3.04 -8.01 0.21
H -1.05 0.24 -6.99 0.29
H 0.74 0.40 -5.27 0.53
H 0.00 4.59 -4.88 0.48
H -1.79 4.45 -6.59 0.29
H -0.52 5.56 0.51 0.43
H -1.19 3.10 1.25 0.41



28
Properties=species:S:1:pos:R:3:mulliken_charge:R:1 method="wB97M-V/def2-TZVPD" de_lowest_kj_mol=521.95 energy_ev=-23402.1647 gap_ev=6.99 homo_ev=-6.098 max_force_ev_per_a=4.3 total_charge=0
C -1.05 0.03 0.67 -0.07
C 1.33 -0.35 0.02 0.01
C 0.42 1.76 0.21 0.48
C 0.56 3.23 0.11 -1.28
C -1.83 -1.67 -1.04 -0.90
C -3.33 -0.34 0.60 -1.42
C 2.75 1.64 0.22 -1.11
C 1.78 -3.05 -0.44 -0.75
C -1.94 -1.12 0.45 0.44
N -0.69 1.17 0.52 -0.18
N 1.53 0.94 0.04 0.04
S 2.70 -1.43 0.00 -0.19
H 0.62 3.86 1.05 0.23
H 1.43 3.51 -0.47 0.39
H -0.39 3.70 -0.39 0.30
H -1.68 -0.77 -1.72 0.27
H -2.74 -2.23 -1.37 0.44
H -0.99 -2.29 -0.97 0.08
H -3.47 0.32 -0.22 0.38
H -3.52 0.29 1.52 0.34
H -4.08 -1.15 0.42 0.38
H 3.14 2.24 -0.73 0.28
H 2.83 2.44 1.12 0.29
H 3.46 0.87 0.42 0.38
H 1.68 -2.97 -1.52 0.27
H 0.93 -3.04 0.22 0.12
H 2.38 -3.81 0.01 0.41
H -1.84 -1.80 1.27 0.37



11
Properties=species:S:1:pos:R:3:mulliken_charge:R:1 method="wB97M-V/def2-TZVPD" de_lowest_kj_mol=41.66 energy_ev=-5161.0341 gap_ev=11.49 homo_ev=-15.682 max_force_ev_per_a=1.0 smiles="CNC=[NH2+]" total_charge=+1
C -0.83 -0.71 1.29 -0.70
N -0.44 -0.30 -0.06 -0.15
C 0.47 0.59 -0.33 0.28
N 1.07 0.78 -1.49 -0.35
H -0.60 -1.77 1.39 0.30
H -0.27 -0.13 2.01 0.32
H -1.90 -0.61 1.43 0.29
H -0.73 -0.91 -0.80 0.25
H 0.64 1.33 0.46 0.29
H 0.58 0.56 -2.33 0.23
H 2.01 1.15 -1.56 0.25